# 1
Entry from the Open Molecules 2025 dataset: a structure of composition C38H49N4OPtS2Si (ωB97M-V/def2-TZVPD).

```
96
Properties=species:S:1:pos:R:3:mulliken_charge:R:1
Pt 0.660 0.339 -0.265 1.5554
S 0.490 -1.950 -0.283 -0.1893
S 1.154 0.032 2.125 -0.5096
Si -0.734 3.032 -1.143 0.1885
O 0.540 2.307 -0.404 -1.4240
N -0.333 -1.631 3.558 0.1682
N -0.258 -3.606 1.608 0.0293
N 2.632 0.550 -1.253 -0.4273
N 2.777 0.174 -2.623 -0.1346
C 4.945 -1.042 -2.373 -1.6607
C 0.263 -1.359 2.411 0.4357
C -3.034 -3.845 -2.158 -0.7457
C -1.833 -4.103 -1.512 -0.2355
C -1.240 4.542 1.122 -1.7838
C 0.242 -2.207 6.871 -0.2845
C 1.061 -2.941 7.720 -0.7065
C 0.109 3.123 -5.757 -0.6791
C -1.166 -2.828 3.693 -0.6686
C 0.125 -2.380 1.297 0.1221
C 4.087 -0.223 -4.578 -1.5136
C -2.099 5.524 -1.009 -1.7235
C -0.124 -0.844 4.788 -1.6454
C 1.024 2.578 -4.871 -0.2700
C 4.181 0.077 -3.086 1.3611
C 2.945 -2.464 6.306 -0.7700
C -4.207 -4.099 -0.078 -0.8582
C -4.474 1.121 -1.429 -0.9700
C -4.390 0.130 -0.459 -0.5882
C 0.756 2.578 -3.508 -0.2102
C 0.360 5.509 -0.547 -1.7977
C -1.333 3.662 -3.910 -0.3199
C -0.500 -4.616 0.562 -2.0670
C -3.008 -4.362 0.564 -0.1021
C -2.220 0.954 0.140 -0.0233
C -0.952 4.735 -0.372 2.1099
C -1.811 -4.360 -0.148 1.0467
C 2.410 -3.074 7.435 -0.4250
C 2.129 -1.729 5.461 -0.0915
C -4.220 -3.837 -1.442 -0.4585
C -0.484 -3.977 3.008 -0.8177
C -2.254 1.934 -0.856 0.5227
C -0.426 3.115 -2.995 0.9627
C -3.256 0.047 0.330 -0.6058
C 4.864 1.424 -2.866 -1.6741
C -1.072 3.669 -5.272 -0.9825
C -3.420 2.002 -1.625 -0.1657
C 0.769 -1.601 5.738 0.7044
H 3.610 0.604 -5.103 0.2295
H -5.156 -3.636 -1.946 0.4534
H -1.898 5.757 -2.057 0.3203
H 0.291 6.486 -0.058 0.4707
H 5.013 -0.875 -1.294 0.3899
H -3.508 2.739 -2.413 0.1635
H 0.644 -3.403 8.606 0.3919
H 4.466 -2.009 -2.546 0.3587
H 2.801 1.550 -1.176 0.2996
H -1.304 -3.032 4.751 0.4363
H -1.104 -0.665 5.231 0.4567
H 1.486 2.145 -2.835 0.3004
H 0.472 -4.204 3.489 0.3619
H -5.361 1.200 -2.044 0.4355
H 3.050 -3.643 8.096 0.4021
H 4.002 -2.552 6.092 0.4142
H -3.014 -4.582 1.627 0.3557
H 2.550 -1.241 4.590 0.4287
H -1.387 0.935 0.845 0.6165
H 5.968 -1.104 -2.745 0.4436
H -2.141 -2.635 3.236 0.2724
H -5.210 -0.562 -0.313 0.4673
H -0.446 3.972 1.611 0.2572
H -1.790 4.102 -5.956 0.4179
H 5.801 1.456 -3.422 0.4777
H 3.502 -1.128 -4.760 0.3866
H -2.227 6.477 -0.485 0.5115
H -5.132 -4.106 0.483 0.4262
H 0.302 0.114 4.502 0.6236
H -0.810 -2.090 7.107 0.4263
H 1.201 4.971 -0.105 0.3019
H -0.906 -4.097 -2.072 0.4336
H 3.288 0.057 -0.647 0.2332
H 1.949 2.151 -5.239 0.2373
H -2.259 4.105 -3.565 0.2084
H 5.107 1.600 -1.816 0.3475
H 2.315 -0.723 -2.728 0.3153
H 4.230 2.237 -3.225 0.3295
H -2.186 4.018 1.284 0.3402
H 0.583 5.682 -1.603 0.3627
H -1.312 5.513 1.622 0.5134
H 0.329 -4.597 -0.145 0.6769
H -3.051 4.991 -0.944 0.3301
H -0.494 -5.586 1.058 0.5695
H 0.314 3.129 -6.820 0.3943
H -1.105 -4.869 3.034 0.5087
H -3.040 -3.641 -3.221 0.4091
H 5.082 -0.377 -4.996 0.4407
H -3.186 -0.711 1.104 0.3736
```

- Orbital gap (alpha / beta): 6.2 / 6.2 eV
- Multiplicity: 1
- Total charge: +1
- ΔE to the lowest compared entry with this formula, charge and spin: 24.9 kcal/mol
- LUMO level (alpha / beta): -4.17 / -4.19 eV

# 2
Entry from the Open Molecules 2025 dataset: a structure of composition C38H50Cl2NOOsP3 (ωB97M-V/def2-TZVPD).

```
96
Properties=species:S:1:pos:R:3:mulliken_spin:R:1
Os -0.143 -0.028 -0.105 1.7621
Cl -0.314 -2.322 0.859 0.1625
Cl -1.987 0.948 1.268 0.0760
P 0.676 0.423 2.077 0.1898
P 1.467 5.756 -2.327 0.4190
P 4.234 -0.968 -1.836 0.0055
O 2.455 1.534 -2.868 0.0295
N -0.292 -3.087 -2.690 -0.0132
C -0.620 -1.628 -3.130 0.1503
C 6.002 6.103 -1.439 0.0503
C 1.673 -0.956 -0.707 0.0698
C -0.185 1.817 -0.815 0.1255
C 3.755 5.499 -0.779 0.0234
C -1.472 -4.010 -2.740 -0.0018
C -0.181 -0.339 3.510 0.0224
C 4.151 -1.047 -3.625 0.0125
C 0.740 2.196 2.541 0.0394
C 1.500 4.928 -4.976 0.0317
C 3.278 5.890 -2.047 0.0848
C -1.920 -0.896 -1.128 0.4536
C -3.067 -1.198 -0.420 -0.0322
C 1.031 1.429 -0.921 0.1069
C 1.056 7.304 -4.702 0.0265
C 4.419 -2.595 -1.122 0.0036
C 1.468 5.083 -6.360 -0.0125
C 5.594 0.099 -1.366 0.0040
C 2.397 -0.074 2.441 0.0221
C 1.127 9.591 -0.771 -0.0050
C -0.257 9.717 -0.651 0.0711
C 5.109 5.617 -0.475 -0.0128
C -3.119 -1.260 -3.195 0.0151
C -1.093 8.650 -1.008 -0.0196
C 5.537 6.468 -2.701 -0.0057
C 2.394 1.242 -1.452 0.0462
C -0.540 7.464 -1.483 0.0573
C 0.857 7.343 -1.633 0.1105
C 0.800 -3.663 -3.519 -0.0009
C 1.221 6.344 -6.918 0.0541
C 4.183 6.354 -3.014 0.0198
C -4.293 -1.479 -2.488 0.0014
C 1.015 7.447 -6.090 -0.0060
C 1.329 6.048 -4.135 0.0788
C 1.689 8.406 -1.245 0.0228
C -4.253 -1.510 -1.089 0.0025
C -1.893 -1.214 -2.481 -0.2186
C 2.680 -0.230 -1.251 0.0610
H 5.447 1.102 -1.785 0.0005
H 1.707 -3.052 -3.432 0.0015
H -3.077 -1.190 0.663 0.0067
H 2.398 2.499 -3.011 -0.0136
H -0.851 2.661 -0.909 -0.0167
H 2.773 8.307 -1.316 0.0019
H -1.941 -3.930 -3.726 0.0003
H -2.173 8.743 -0.916 -0.0002
H 1.634 4.221 -7.004 -0.0001
H -1.182 6.623 -1.751 -0.0029
H -2.181 -3.764 -1.947 0.0030
H 6.230 6.846 -3.457 0.0011
H -5.133 -1.797 -0.518 0.0018
H 2.626 0.233 3.469 0.0018
H 0.243 -1.015 -2.819 -0.0736
H 1.427 2.732 1.877 -0.0135
H -1.097 -5.028 -2.597 -0.0008
H 7.062 6.192 -1.199 0.0017
H -5.229 -1.673 -3.014 0.0000
H 0.993 -4.692 -3.189 -0.0003
H 0.293 0.024 4.430 0.0009
H 3.828 6.627 -4.009 0.0016
H 3.340 -1.714 -3.942 -0.0025
H 1.104 2.267 3.574 0.0003
H -3.117 -1.206 -4.287 0.0036
H 5.660 0.165 -0.273 -0.0007
H 1.783 10.419 -0.492 0.0015
H -0.257 2.639 2.464 0.0005
H 3.586 -3.247 -1.418 -0.0008
H 5.467 5.332 0.512 -0.0001
H -0.678 -1.640 -4.218 0.0007
H -0.691 10.644 -0.276 0.0017
H 0.878 8.167 -4.061 0.0029
H 2.490 -1.160 2.339 0.0056
H 5.108 -1.424 -4.006 0.0003
H 3.126 1.850 -0.893 0.0116
H 0.462 -3.672 -4.568 -0.0001
H 3.053 5.120 -0.034 -0.0008
H 4.450 -2.525 -0.027 -0.0004
H 3.086 0.420 1.748 -0.0089
H 6.524 -0.332 -1.759 0.0002
H -1.237 -0.057 3.506 -0.0014
H 1.657 3.941 -4.537 0.0049
H 1.185 6.459 -8.001 0.0015
H 0.008 -3.014 -1.695 -0.0044
H 3.953 -0.040 -4.012 0.0005
H -0.099 -1.428 3.442 0.0055
H 5.362 -3.025 -1.483 0.0000
H 1.820 -2.034 -0.520 -0.0075
H 0.817 8.431 -6.520 0.0013
```

- Expectation value of S²: 6.03
- Orbital gap (alpha / beta): 4.0 / 2.8 eV
- Multiplicity: 5
- Total charge: +2
- ΔE to the lowest compared entry with this formula, charge and spin: 68.1 kcal/mol
- LUMO level (alpha / beta): -4.49 / -8.91 eV

# 3
Entry from the Open Molecules 2025 dataset: a structure of composition C38H50FN9O9P2Re (ωB97M-V/def2-TZVPD).

```
110
Properties=species:S:1:pos:R:3:mulliken_spin:R:1
Re 0.395 0.315 1.159 0.8904
P 1.996 -0.447 -1.883 0.0023
P 1.967 -2.348 0.375 0.0079
F -1.028 -0.413 -6.006 0.0000
O 1.121 0.269 -0.885 0.0282
O -1.073 -1.186 1.148 0.0456
O 2.555 -3.659 0.689 0.0001
O -3.137 -1.392 1.964 -0.0026
O 0.616 -2.531 -0.490 0.0024
O 1.745 -1.302 1.449 -0.0056
O 1.413 -1.199 -3.021 0.0043
O 3.037 0.677 -2.403 -0.0003
O -1.403 0.234 -1.111 0.0147
N -2.330 3.660 0.852 -0.0056
N -4.588 -2.058 -8.859 0.0000
N -2.758 6.046 1.043 -0.0098
N 0.262 0.459 3.231 -0.0055
N 1.943 1.625 1.605 -0.0050
N 3.126 -2.859 -1.871 -0.0003
N -4.079 -2.708 -2.029 0.0015
N -0.795 1.824 1.068 -0.0278
N -3.177 -2.153 -6.771 -0.0001
C 3.256 2.601 3.344 -0.0016
C 4.405 -1.224 -0.492 0.0000
C 5.336 3.989 2.846 0.0011
C 6.585 3.224 2.374 0.0008
C -6.476 -2.658 -2.531 0.0001
C -1.175 1.818 7.788 0.0006
C 2.763 2.184 0.717 -0.0282
C -3.160 -1.822 -9.179 0.0000
C -1.853 -0.946 -5.076 -0.0003
C -1.504 2.767 0.962 0.0366
C -3.582 -3.490 -7.156 0.0000
C 3.841 2.964 1.079 -0.0087
C -2.767 -1.562 -0.390 0.0001
C 1.205 1.223 3.828 -0.0004
C -5.251 -3.530 -2.267 -0.0003
C -2.876 -1.840 -5.439 0.0001
C -0.643 -0.150 3.998 0.0014
C -0.692 0.013 5.366 -0.0028
C 1.300 1.991 7.993 0.0002
C 1.202 1.423 5.199 0.0010
C 0.230 0.843 6.011 -0.0027
C -3.641 -2.381 -4.409 0.0000
C 0.155 1.105 7.497 0.0017
C 5.421 4.176 4.363 0.0002
C -2.357 -1.352 1.041 0.0042
C -4.743 -3.361 -8.160 0.0000
C -3.725 -2.453 -0.748 0.0024
C 0.209 -0.238 8.238 0.0005
C -1.647 -0.581 -3.773 -0.0004
C 2.174 1.841 2.918 0.0214
C 3.054 -1.671 -0.986 0.0010
C -3.398 -2.091 -3.059 0.0004
C 4.127 3.186 2.430 0.0012
C -2.111 -0.730 -1.378 0.0058
C -2.440 -1.520 -7.857 0.0000
C 5.286 5.375 2.185 0.0008
C -2.409 -1.137 -2.752 0.0029
C -2.536 4.920 0.955 0.0046
H 2.540 1.991 -0.321 0.0136
H -5.059 -4.207 -3.102 0.0001
H -2.029 1.208 7.513 0.0000
H -1.236 2.033 8.850 0.0000
H 5.515 3.223 4.878 0.0001
H 4.554 4.713 4.743 -0.0001
H -4.714 -4.171 -8.890 0.0000
H -4.872 -1.315 -8.209 0.0000
H -2.425 -0.443 -7.691 0.0000
H -5.185 -2.012 -9.688 0.0000
H -3.887 -4.077 -6.293 0.0000
H -2.768 -2.715 -9.667 0.0000
H -6.682 -2.026 -1.671 0.0000
H -1.369 -0.767 3.485 0.0018
H -1.462 -0.497 5.922 0.0007
H 3.416 2.733 4.399 -0.0006
H 5.363 5.312 1.104 -0.0001
H -1.402 -1.871 -7.920 0.0000
H -4.444 -3.049 -4.670 0.0002
H -3.058 -0.981 -9.864 0.0000
H 7.475 3.759 2.690 0.0001
H 6.610 3.132 1.292 -0.0001
H 6.303 4.764 4.600 0.0000
H -0.127 -2.082 -0.049 0.0050
H -5.427 -4.145 -1.383 0.0000
H 4.016 -2.973 -2.361 0.0001
H -7.346 -3.281 -2.712 0.0000
H -2.737 -4.020 -7.614 0.0000
H -5.709 -3.380 -7.657 0.0000
H 4.290 -0.332 0.122 -0.0006
H -6.321 -2.019 -3.398 0.0000
H -1.232 2.758 7.242 0.0000
H 1.202 2.130 9.066 0.0000
H 4.850 -2.003 0.126 0.0002
H 4.458 3.392 0.308 0.0011
H 1.267 2.974 7.530 -0.0001
H 6.119 5.973 2.543 0.0000
H -0.657 -0.854 8.017 0.0000
H 2.342 -2.684 -2.554 -0.0003
H 2.268 1.533 7.805 0.0001
H 3.031 0.741 -3.358 0.0000
H 0.228 -0.057 9.309 0.0000
H -0.855 0.106 -3.522 -0.0005
H 4.362 5.889 2.439 0.0001
H 2.935 -3.675 -1.246 -0.0001
H 1.952 2.060 5.635 0.0005
H 6.609 2.227 2.809 0.0000
H -4.251 -3.002 0.021 0.0001
H 1.104 -0.791 7.965 -0.0001
H 5.078 -0.978 -1.313 0.0001
```

- Expectation value of S²: 0.76
- Orbital gap (alpha / beta): 5.9 / 6.2 eV
- Multiplicity: 2
- Total charge: +2
- LUMO level (alpha / beta): -6.38 / -5.90 eV

# 4
Entry from the Open Molecules 2025 dataset: a structure of composition C38H51BBrKN9O8P2S3 (ωB97M-V/def2-TZVPD).

```
114
Properties=species:S:1:pos:R:3:mulliken_charge:R:1
Br 19.024 4.299 10.643 -0.1860
K 17.244 10.628 10.915 0.8402
S 13.972 9.049 12.350 -0.4141
S 15.516 13.036 13.158 -0.4755
S 11.994 11.661 10.818 -0.1820
P 13.701 13.058 8.823 0.5624
P 15.766 11.220 7.886 1.2824
O 23.285 15.215 8.634 -0.6353
O 16.167 10.827 6.523 -0.8030
O 14.864 13.991 9.216 -0.4932
O 16.600 12.132 8.823 -0.7994
O 15.402 9.938 8.814 -0.4302
O 14.227 11.933 7.831 -0.4232
O 13.494 12.048 10.168 0.4907
O 12.527 13.876 8.500 -0.7465
N 17.732 8.106 9.549 0.0697
N 22.054 15.339 6.681 -0.4070
N 19.731 11.794 9.459 -0.2958
N 12.174 10.294 13.874 1.2011
N 12.117 12.729 13.227 0.5057
N 11.813 13.566 14.310 -0.5031
N 13.761 10.804 15.897 -0.3836
N 10.973 10.361 14.450 -0.4253
N 13.916 11.755 14.850 1.2581
C 9.225 9.464 15.934 2.0634
C 8.115 8.486 15.448 -1.6454
C 20.267 13.394 7.733 -0.7648
C 15.614 12.977 15.931 0.5706
C 14.913 12.664 14.665 -0.1625
C 16.615 14.120 15.860 -1.8078
C 10.985 8.017 14.731 -0.6182
C 10.988 15.603 15.125 1.9818
C 14.664 10.143 18.074 2.5834
C 22.299 14.811 7.986 0.2849
C 13.777 8.913 17.797 -1.6133
C 19.425 12.501 8.371 -0.4475
C 12.081 15.412 16.201 -1.8990
C 17.734 7.968 8.223 -0.1103
C 21.744 13.059 9.613 -0.4790
C 14.542 11.084 16.927 0.1284
C 14.213 10.773 19.430 -1.8457
C 16.112 9.725 18.237 -1.7805
C 11.224 17.114 14.696 -1.8960
C 10.631 13.810 11.766 0.6049
C 18.082 7.049 10.317 -0.2577
C 11.081 14.602 14.012 0.3618
C 9.575 15.460 15.714 -1.6153
C 12.685 9.079 13.410 -0.0246
C 10.045 13.841 10.389 -1.6246
C 10.344 14.673 12.826 -0.8010
C 18.398 5.788 9.724 0.0113
C 18.165 5.601 8.370 -0.2091
C 21.417 13.685 8.412 1.1384
C 12.645 6.591 13.494 -1.8311
C 8.668 10.861 15.747 -1.7265
C 12.055 7.934 13.926 0.4774
C 20.838 12.146 10.103 -0.4209
C 15.398 12.208 17.031 -1.0232
C 9.821 9.172 17.358 -1.6506
C 17.922 6.740 7.597 -0.8093
C 10.415 9.331 14.956 0.4742
C 11.614 12.842 11.994 0.0187
B 12.905 11.566 13.747 -1.3501
H 10.783 14.176 9.634 0.2863
H 13.538 8.419 18.749 0.4547
H 9.759 15.588 12.736 0.3562
H 14.289 8.225 17.169 0.3898
H 10.477 7.111 15.015 0.3069
H 12.878 9.152 17.247 -0.0514
H 7.822 11.215 16.381 0.3409
H 8.259 11.009 14.782 0.4823
H 9.009 9.193 18.043 0.6328
H 18.491 12.254 7.877 0.3597
H 9.729 12.820 10.067 0.3329
H 12.146 16.308 16.833 0.4600
H 16.638 9.687 17.274 0.2985
H 13.060 6.084 14.371 0.3165
H 8.434 7.467 15.563 0.3332
H 15.548 9.056 8.542 0.2699
H 15.811 12.577 17.943 0.3370
H 17.597 8.824 7.526 0.3351
H 21.014 11.756 11.104 0.3770
H 10.544 9.979 17.724 0.0874
H 15.752 13.473 9.318 0.4560
H 10.251 8.181 17.417 0.3158
H 22.623 16.149 6.516 0.2690
H 21.117 15.353 6.285 0.2265
H 8.818 15.532 14.929 0.3201
H 19.955 13.855 6.827 0.2866
H 13.245 11.285 19.326 0.3711
H 9.592 14.515 16.210 0.3470
H 12.179 17.188 14.244 0.4526
H 16.177 8.754 18.756 0.4134
H 17.828 6.752 6.448 0.2934
H 16.430 14.730 14.985 0.3727
H 11.106 17.707 15.583 0.5398
H 10.488 17.403 13.972 0.3461
H 11.897 5.903 13.088 0.3593
H 17.634 13.721 15.739 0.3301
H 8.049 8.666 14.365 0.4088
H 18.183 7.216 11.387 0.4205
H 13.949 10.027 20.172 0.4817
H 9.480 11.578 15.892 0.1711
H 18.329 4.565 8.041 0.3891
H 9.233 14.578 10.280 0.3783
H 14.867 11.483 19.886 0.3755
H 7.141 8.754 15.847 0.4216
H 9.399 16.180 16.559 0.4025
H 22.718 13.314 10.063 0.4129
H 11.899 14.528 16.859 0.2425
H 16.625 14.744 16.758 0.4008
H 16.657 10.456 18.837 0.3871
H 13.446 6.788 12.796 0.3414
H 13.030 15.285 15.728 0.4690
```

- Orbital gap (alpha / beta): 4.7 / 3.7 eV
- Multiplicity: 1
- Total charge: -1
- ΔE to the lowest compared entry with this formula, charge and spin: 89.7 kcal/mol
- LUMO level (alpha / beta): 1.48 / 1.49 eV